# 1
C43H43BCsGeN8S2 | ωB97M-V/def2-TZVPD

The geometry in XYZ format:
```
99
C43H43BCsGeN8S2, DFT ωB97M-V/def2-TZVPD
Cs -0.0789 -0.5500 0.1702
Ge 0.0396 2.7565 1.5108
S -1.6358 2.3138 -0.7304
S -2.6993 -2.3039 1.5843
N -2.1488 -0.1195 -2.6846
N 3.0978 -2.6248 -1.9263
N 1.8424 -2.2716 -2.2600
N 1.4408 -3.2258 0.9250
N 2.4014 -3.8400 0.2110
N -2.8317 -2.7541 -1.4954
N 3.9406 -1.8179 0.3145
N 3.3327 -0.6218 0.2094
C -3.1114 -2.4120 -2.8663
C -0.5184 0.6979 -4.3111
C -1.2000 0.8459 -3.0990
C 4.6373 4.0756 1.0181
C 3.8535 3.8457 -0.1034
C -3.9190 -3.2850 -0.7436
C 0.0477 2.8948 -2.7752
C 2.7442 3.5745 2.4213
C 4.9002 -1.7908 1.2584
C -0.9111 4.4486 1.9163
C -0.2600 5.6806 1.9881
C -0.8982 1.9805 -2.2874
C -3.9321 -3.1364 0.6731
C -5.0438 -3.6885 1.3410
C 2.2000 -5.1717 0.1805
C 1.9381 3.3412 1.3032
C 4.9400 -0.5217 1.7946
C -0.8309 1.9530 4.2638
C 0.7326 2.7093 -3.9662
C 0.4512 1.5960 -4.7377
C -3.4991 0.3811 -2.4459
C -2.2983 4.4333 2.0970
C 1.9087 -1.8546 -3.5183
C -4.9649 -3.9433 -1.3895
C 0.1080 1.7789 3.2444
C -3.0053 5.5991 2.3594
C 0.1351 0.1462 5.5326
C -0.9629 6.8532 2.2428
C 4.0785 3.9377 2.2841
C 3.9419 -2.4353 -2.9582
C 2.5198 3.4791 0.0417
C 1.0635 0.7678 3.4022
C -0.8176 1.1488 5.3966
C 0.6268 -4.1841 1.3522
C 1.0798 -0.0393 4.5312
C -2.3376 6.8154 2.4332
C -6.0850 -4.3253 0.6833
C -1.6071 -3.5287 -1.3550
C 3.9315 0.1680 1.0960
C 3.2186 -1.9413 -4.0215
C 1.0625 -5.4475 0.9090
C -2.1639 -1.3618 -3.4360
C -6.0563 -4.4560 -0.6983
B 3.5272 -3.0648 -0.5025
H -0.7431 -0.1442 -4.9500
H 1.0220 -1.4992 -4.0173
H 4.6878 4.1020 3.1657
H 3.6324 1.2019 1.1919
H -3.9944 -0.2253 -1.6868
H 1.8207 -0.8254 4.6160
H -2.4894 -1.1981 -4.4802
H -0.4367 7.8001 2.2922
H -3.4658 1.4022 -2.0840
H 5.6818 4.3424 0.9083
H 5.4869 -2.6697 1.4735
H -1.5623 1.2954 6.1708
H -4.1350 -2.0446 -2.9295
H -1.4254 -3.7213 -0.3004
H -3.0455 -3.2874 -3.5425
H 3.5765 -1.6739 -5.0022
H 0.2353 3.7743 -2.1710
H -0.2571 -3.9345 1.9223
H 1.8157 0.6057 2.6336
H -1.5837 2.7290 4.1743
H -2.8342 3.4929 2.0125
H 0.1314 -0.4961 6.4047
H -4.0800 5.5609 2.4949
H 2.8805 -5.8189 -0.3495
H -2.8872 7.7284 2.6306
H -6.9240 -4.7157 1.2510
H 2.3252 3.4530 3.4147
H -5.0702 -3.5740 2.4179
H 0.6054 -6.4068 1.0872
H 1.9320 3.2635 -0.8437
H -1.6836 -4.4945 -1.8860
H -4.9289 -4.0641 -2.4662
H -1.1494 -1.7609 -3.4692
H -4.0901 0.3525 -3.3778
H 4.4939 -3.7953 -0.5952
H 1.4787 3.4306 -4.2798
H -6.8579 -4.9522 -1.2336
H 4.9912 -2.6650 -2.8603
H 5.5946 -0.1457 2.5635
H -0.7449 -2.9918 -1.7565
H 0.9722 1.4179 -5.6710
H 4.2858 3.9250 -1.0938
H 0.8143 5.7221 1.8433
```

Values from the calculation:
HOMO (spin up / spin down): -1.069 / -1.525 eV
Largest force on an atom: 0.59 eV/Å
LUMO energy (spin up / spin down): 3.8 / 3.8 eV
Energy relative to the best compared isomer or geometry (same formula, charge and spin): 7.3 kcal/mol
Expectation value of S²: 0.757
E: -5020.84449 hartree
Total charge: -2
HOMO-LUMO gap (spin up / spin down): 4.87 / 5.32 eV
Multiplicity: 2

=====

# 2
H24O12 | ωB97M-V/def2-TZVPD

The geometry in XYZ format:
```
36
H24O12, DFT ωB97M-V/def2-TZVPD
O -4.0968 0.7819 1.6298
O 4.3900 -2.5863 -1.3118
O -4.0613 -1.8471 0.2338
O 3.3873 3.1959 -0.6931
O 0.7782 0.3342 3.1826
O 0.4528 -4.0213 -1.8944
O -0.2888 -0.5452 -0.7759
O -4.1374 2.1882 -0.8418
O 0.6369 3.9247 -2.5074
O -1.3846 -1.6522 -1.9969
O 2.6568 2.0436 1.9961
O 1.7145 -2.8285 2.7211
H 0.0502 0.9007 3.4621
H -4.8383 2.5299 -0.2753
H -4.4898 0.2147 2.3027
H 0.0297 0.1535 -0.1932
H 0.8068 -3.1251 -1.9170
H 2.9405 2.7468 1.4011
H -3.1844 0.8925 1.9199
H 1.5451 3.7096 -2.2669
H 1.3928 0.9381 2.7507
H -0.4418 -3.9289 -2.2411
H 1.1036 -2.1350 2.4474
H 3.4349 -2.5596 -1.4385
H -4.4468 -1.0445 0.6028
H -0.4461 -1.2900 -0.1847
H -1.6764 -2.4452 -2.4606
H 4.5332 -2.0850 -0.5012
H 3.5533 2.3439 -1.1121
H -3.4228 1.9782 -0.2300
H -0.8772 -1.1675 -2.6577
H 3.2663 3.8016 -1.4330
H 2.5792 -2.4039 2.6931
H -4.7204 -2.1543 -0.3989
H 0.1571 3.8836 -1.6725
H 3.1039 1.2582 1.6610
```

Values from the calculation:
Structure (SMILES): O.O.O.O.O.O.O.O.O.O.O.O
HOMO: -11.004 eV
Largest force on an atom: 4.06 eV/Å
LUMO energy: -0.5 eV
Energy relative to the best compared isomer or geometry (same formula, charge and spin): 90.5 kcal/mol
E: -917.18117 hartree
Total charge: 0
HOMO-LUMO gap: 10.46 eV